Computed, not measured: a 4-piece molecular cluster, C22H48B3N3O4 overall in a non-equilibrium geometry, with wB97M-V/def2-TZVPD.

Results
Orbital gap (eV): 6.9
SMILES string: C#CB1OB(O)OB(C#C)O1.CCN(CC)CC.CCN(CC)CC.CCN(CC)CC
Calculated total energy (Ha): -1406.7250
HOMO energy (eV): -7.9

The geometry in XYZ format:
```
80
C22H48B3N3O4 (wB97M-V/def2-TZVPD)
C 3.123 0.270 1.185
C 1.982 -0.358 0.598
B 0.461 -0.457 -0.102
O -0.552 -1.453 0.380
B -1.854 -0.735 0.594
O -2.698 -0.959 1.813
O -2.361 0.287 -0.389
B -1.154 1.167 -0.583
C -1.118 2.766 -0.099
C -0.886 3.887 0.755
O 0.022 0.470 -1.205
H 4.068 0.870 1.600
H -2.318 -0.282 2.476
H -0.770 4.791 1.525
C -4.284 2.682 2.600
C -4.021 4.146 2.940
N -5.212 4.869 3.398
C -5.027 6.323 3.441
C -3.999 6.874 4.424
C -5.918 4.296 4.545
C -5.130 4.100 5.836
H -5.094 2.583 1.870
H -3.384 2.235 2.164
H -4.539 2.096 3.487
H -3.650 4.622 2.024
H -3.208 4.199 3.674
H -5.993 6.807 3.633
H -4.745 6.658 2.434
H -4.361 6.835 5.453
H -3.804 7.928 4.197
H -3.042 6.348 4.366
H -6.325 3.322 4.245
H -6.809 4.899 4.765
H -4.148 3.649 5.665
H -5.682 3.428 6.503
H -4.993 5.039 6.374
C 2.624 -0.300 -7.707
C 3.117 -0.390 -6.265
N 2.683 0.728 -5.422
C 3.388 0.794 -4.138
C 3.182 -0.359 -3.161
C 1.241 0.969 -5.354
C 0.353 -0.175 -4.874
H 2.906 0.654 -8.164
H 3.072 -1.102 -8.303
H 1.538 -0.413 -7.776
H 4.213 -0.398 -6.306
H 2.810 -1.356 -5.846
H 3.135 1.735 -3.632
H 4.463 0.872 -4.347
H 2.200 -0.317 -2.686
H 3.926 -0.296 -2.358
H 3.302 -1.336 -3.636
H 0.896 1.269 -6.352
H 1.045 1.851 -4.730
H 0.609 -1.130 -5.341
H -0.690 0.040 -5.130
H 0.396 -0.293 -3.790
C 3.796 -7.216 1.826
C 2.519 -6.417 1.576
N 2.717 -4.965 1.599
C 1.461 -4.209 1.652
C 0.520 -4.321 0.458
C 3.726 -4.433 0.682
C 3.555 -4.724 -0.806
H 4.278 -6.911 2.761
H 3.557 -8.282 1.905
H 4.514 -7.104 1.009
H 1.815 -6.690 2.372
H 2.072 -6.751 0.632
H 1.682 -3.149 1.829
H 0.912 -4.530 2.547
H 0.886 -3.757 -0.401
H -0.457 -3.900 0.721
H 0.353 -5.358 0.154
H 4.707 -4.816 0.990
H 3.811 -3.347 0.819
H 3.301 -5.769 -1.004
H 4.494 -4.515 -1.330
H 2.792 -4.088 -1.258
```

Computed, not measured: C28H45GdN3 as an isolated structure in a non-equilibrium geometry, with wB97M-V/def2-TZVPD.

Results
Orbital gap (spin up / spin down) (eV): 5.1 / 4.7
2S+1: 8
Calculated total energy (Ha): -2022.6673
Total charge: +3
HOMO energy (spin up / spin down) (eV): -15.9 / -15.9

The geometry in XYZ format:
```
77
C28H45GdN3 (wB97M-V/def2-TZVPD)
C -4.275 6.386 0.500
C -3.132 5.996 -0.509
C -2.072 4.994 0.101
C -2.634 3.599 0.515
C -3.884 3.151 -0.276
C -3.700 3.043 -1.825
C -3.286 1.640 -2.337
C -4.138 0.484 -1.744
C -3.272 -0.257 -0.672
C -2.315 -1.319 -1.307
C -2.474 -2.665 -0.517
C -1.258 -3.627 -0.601
C -0.797 -4.165 0.775
C -0.254 -3.037 1.702
C 1.261 -2.822 1.365
C 1.912 -1.796 2.345
C 2.906 -2.486 3.229
N 3.660 -3.039 3.920
C 2.494 -0.507 1.685
C 1.302 0.384 1.353
N 0.410 1.036 0.992
C 3.401 0.304 2.690
N 3.131 1.750 2.491
C 3.233 -0.740 0.344
C 4.536 -1.600 0.486
C 4.772 -2.550 -0.666
C 5.441 -3.814 -0.439
C 5.614 -4.658 -1.482
C 5.169 -4.376 -2.817
C 4.530 -3.118 -3.064
C 4.361 -2.269 -2.021
H -5.213 6.014 0.061
H -4.154 5.839 1.448
H -4.370 7.474 0.624
H -3.523 5.684 -1.484
H -2.584 6.984 -0.725
H -1.693 5.471 1.077
H -1.182 4.908 -0.563
H -2.853 3.585 1.597
H -1.832 2.856 0.361
H -4.223 2.210 0.185
H -4.715 3.859 -0.101
H -2.882 3.739 -2.114
H -4.608 3.442 -2.299
H -3.457 1.647 -3.431
H -2.199 1.476 -2.231
H -5.017 0.913 -1.233
H -4.491 -0.244 -2.485
H -2.676 0.480 -0.103
H -3.947 -0.793 0.013
H -2.566 -1.513 -2.363
H -1.251 -1.017 -1.279
H -3.369 -3.146 -0.940
H -2.644 -2.385 0.533
H -1.507 -4.484 -1.250
H -0.392 -3.141 -1.095
H -1.625 -4.738 1.216
H 0.047 -4.856 0.589
H -0.785 -2.111 1.415
H -0.418 -3.250 2.767
H 1.292 -2.521 0.310
H 1.723 -3.810 1.519
H 1.106 -1.471 3.028
H 3.120 0.062 3.721
H 4.466 0.138 2.468
H 3.548 2.061 1.618
H 3.583 2.271 3.236
H 3.546 0.256 -0.025
H 2.591 -1.132 -0.458
H 4.635 -2.132 1.443
H 5.399 -0.902 0.435
H 5.800 -4.067 0.561
H 6.105 -5.617 -1.308
H 5.313 -5.075 -3.643
H 4.166 -2.826 -4.049
H 3.871 -1.308 -2.206
Gd -0.778 7.247 0.947
```

Computed, not measured: the molecule C20H24ClN3O3, with wB97M-V/def2-TZVPD.

Results
Orbital gap (eV): 9.9
SMILES string: CCOC(=O)[C@@]1(Cc2cccc(Cl)c2)CCCN(C(=O)c2ccnn2C)C1
Calculated total energy (Ha): -1626.7365
HOMO energy (eV): -9.2
Energy relative to the best compared isomer or geometry (same formula, charge and spin) (kJ/mol): 70.4

The geometry in XYZ format:
```
51
C20H24ClN3O3 (wB97M-V/def2-TZVPD)
C 0.638 2.485 -1.862
C 1.486 1.223 -1.898
O 1.115 0.323 -0.853
C 1.697 0.470 0.329
O 2.509 1.322 0.589
C 1.253 -0.614 1.317
C 2.245 -1.794 1.157
C 2.407 -2.228 -0.271
C 1.589 -3.204 -0.825
C 1.713 -3.553 -2.159
C 2.654 -2.934 -2.962
C 3.477 -1.970 -2.405
Cl 4.660 -1.181 -3.391
C 3.367 -1.620 -1.071
C 1.327 -0.063 2.753
C -0.032 0.479 3.206
C -0.768 1.108 2.029
N -1.074 0.085 1.051
C -2.096 0.120 0.167
O -2.321 -0.818 -0.587
C -2.939 1.333 0.144
C -2.629 2.687 0.180
C -3.847 3.338 -0.021
N -4.826 2.463 -0.166
N -4.276 1.266 -0.086
C -5.095 0.092 -0.182
C -0.177 -1.054 1.007
H 0.877 3.110 -2.717
H 0.842 3.045 -0.952
H -0.418 2.225 -1.895
H 1.323 0.664 -2.821
H 2.548 1.470 -1.794
H 1.881 -2.627 1.762
H 3.211 -1.472 1.553
H 0.851 -3.698 -0.211
H 1.069 -4.310 -2.579
H 2.751 -3.194 -4.005
H 4.022 -0.867 -0.657
H 1.655 -0.845 3.438
H 2.073 0.734 2.771
H 0.106 1.227 3.987
H -0.645 -0.324 3.620
H -1.698 1.576 2.362
H -0.130 1.885 1.589
H -1.668 3.142 0.303
H -4.046 4.390 -0.063
H -6.008 0.365 -0.708
H -5.353 -0.281 0.812
H -4.557 -0.682 -0.727
H -0.490 -1.812 1.736
H -0.254 -1.485 0.007
```

Computed, not measured: C6H39NO14 as an isolated structure in a non-equilibrium geometry, with wB97M-V/def2-TZVPD.

Results
Orbital gap (spin up / spin down) (eV): 3.1 / 6.7
2S+1: 2
Calculated total energy (Ha): -1359.9454
Total charge: -1
HOMO energy (spin up / spin down) (eV): -0.8 / -4.4
Energy relative to the best compared isomer or geometry (same formula, charge and spin) (kJ/mol): 308.8

The geometry in XYZ format:
```
60
C6H39NO14 (wB97M-V/def2-TZVPD)
C -1.762 0.326 0.938
C -2.452 -0.649 -0.054
C -2.166 -2.112 0.043
C -0.998 -2.603 -0.812
C -0.071 -3.538 -0.563
C -1.752 -2.593 -3.147
N -1.072 -2.074 -2.106
H -1.871 -0.122 1.930
H -0.684 0.231 0.781
H -2.118 1.317 0.717
H -3.549 -0.497 -0.008
H -2.453 -0.104 -0.995
H -2.101 -2.479 1.077
H -2.948 -2.797 -0.297
H 0.682 -3.695 -1.325
H 0.145 -3.817 0.459
H -1.739 -2.081 -4.105
H -2.281 -3.546 -3.168
H 2.837 -1.392 -3.075
H 3.593 -2.061 -1.811
O 2.774 -1.990 -2.328
H 2.551 0.833 2.772
H 3.323 -0.540 2.702
O 2.666 -0.009 2.221
H 1.451 1.663 4.116
H 1.594 2.563 2.939
O 2.173 2.000 3.539
H 0.860 -1.831 1.216
H 1.489 -1.299 2.502
O 0.823 -1.950 2.213
H -2.134 1.360 -3.778
H -1.514 0.119 -3.052
O -2.346 0.576 -3.249
H 2.635 0.914 0.635
H 1.702 0.638 -0.558
O 2.346 1.298 -0.231
H 0.464 -0.723 -0.886
H 1.790 -1.573 -0.823
O 1.178 -1.012 -0.319
H 2.586 3.553 -0.216
H 2.020 2.172 -0.409
O 1.741 3.125 -0.316
H 0.777 3.447 -2.216
H 0.831 2.043 -3.018
O 0.329 2.858 -2.821
H -2.753 3.289 -0.740
H -4.201 3.153 -0.768
O -3.529 3.869 -0.718
H 0.121 0.361 -3.943
H 0.361 -0.352 -2.669
O 0.878 0.074 -3.397
H -0.360 -2.339 3.580
H -1.493 -1.979 2.654
O -1.279 -2.008 3.595
H -0.201 -0.313 3.456
H -0.747 0.317 4.777
O -0.137 0.451 4.040
H -0.232 2.305 1.981
H 0.717 3.211 1.091
O 0.325 3.094 2.021
```